The following is a quantum chemistry calculation of a cluster of 4 separate species, C15H31N3O8 in total in a non-equilibrium geometry, from the OMol25 dataset.

Geometry as XYZ:
```
57
Properties=species:S:1:pos:R:3:forces:R:3:nbo_charge:R:1
O 5.342344 -4.215636 4.514065 -0.19 0.12 -0.09 -0.633
O -0.480393 -2.763677 0.820168 -0.39 1.23 1.19 -0.749
O 1.734981 1.326603 4.558612 -0.59 0.36 -4.75 -0.552
O -1.612094 -2.787040 2.868908 3.05 1.74 -3.45 -0.541
O 0.314246 1.017495 0.966090 0.37 -2.32 0.04 -0.557
O 1.955513 0.376233 2.478039 -1.93 1.61 0.07 -0.539
O -1.127285 0.429349 -2.510340 0.06 -0.35 -1.17 -0.635
O -2.096172 3.065991 -1.139076 -0.12 0.88 -0.50 -0.642
N 3.274285 -4.748380 3.836084 0.26 0.36 0.03 -0.620
N -1.276820 -1.318333 -3.905960 0.32 0.25 0.22 -0.618
N -1.423456 4.429366 -2.783051 -0.34 -0.06 0.34 -0.612
C 0.872326 -0.147399 -3.692547 0.12 0.13 0.04 -0.724
C 1.943922 -4.508192 3.319154 0.11 -0.55 0.13 -0.409
C -1.485717 5.570623 -3.671073 0.40 -0.30 -0.06 -0.411
C 4.264740 -3.842653 4.070738 0.42 -0.33 0.20 0.672
C -2.197336 0.980863 0.751310 0.36 -0.02 -0.27 -0.677
C 1.523893 1.432591 3.318716 1.04 -0.86 4.50 0.608
C -0.812933 -2.208813 2.086738 -3.03 -0.66 3.15 0.793
C -2.300195 4.072521 -1.805870 0.34 -0.39 0.03 0.690
C -0.576456 -0.309518 -3.316854 -0.53 0.19 0.16 0.677
C 0.842778 -0.123710 1.653507 -0.29 0.29 0.87 0.384
C -0.175649 -0.837509 2.670365 0.96 -0.91 -0.58 -0.590
C -0.810081 -2.288647 -4.874133 -0.48 -0.07 0.13 -0.412
C -3.503711 4.949710 -1.586532 -0.15 0.00 0.11 -0.721
C 3.979635 -2.395654 3.766780 0.06 0.10 0.02 -0.719
C -0.760901 0.664174 0.048811 -1.45 1.92 -0.25 -0.110
H -3.188880 5.956778 -1.305119 -0.11 0.02 -0.14 0.228
H 1.823443 -5.087243 2.401023 -0.27 0.17 -0.05 0.198
H -0.951466 -3.287172 -4.455379 0.16 -0.09 -0.23 0.200
H 1.220736 -4.857392 4.059055 -0.23 0.16 -0.18 0.203
H -2.843259 0.049496 0.617754 0.47 1.40 0.44 0.193
H 3.752629 -2.271517 2.705664 -0.15 0.10 0.09 0.223
H 0.238697 -2.148274 -5.126991 -0.12 0.06 0.10 0.214
H 3.145676 -2.039945 4.375580 -0.04 0.09 -0.19 0.232
H 1.296507 0.694367 -3.144043 -0.18 -0.12 -0.01 0.245
H 1.006764 2.389213 2.979628 0.69 -1.59 -0.53 0.172
H -4.108351 4.538932 -0.777427 0.18 -0.04 -0.11 0.246
H -1.416744 -2.192006 -5.776886 0.20 -0.17 -0.12 0.200
H 0.963356 0.055875 -4.761613 0.12 -0.15 0.03 0.228
H -2.043743 1.239996 1.855223 -0.22 -0.67 -1.47 0.198
H -1.149890 -2.531541 0.137321 0.40 -0.14 0.85 0.509
H -2.364093 6.186759 -3.490973 0.08 -0.13 0.05 0.213
H -0.975638 -0.140780 3.099665 0.98 -1.23 -0.93 0.272
H -0.585401 6.170606 -3.522757 -0.14 0.20 -0.16 0.199
H 1.276938 -0.934742 0.981457 -0.40 1.28 0.60 0.185
H -0.695138 -0.384016 -0.390063 0.20 1.28 0.96 0.158
H 3.536424 -5.697470 4.062949 -0.05 0.13 -0.03 0.400
H -2.672765 1.929826 0.275146 0.83 -2.22 0.82 0.276
H -0.642042 3.794360 -2.872132 -0.11 0.06 0.00 0.405
H -1.504314 5.204651 -4.699824 -0.07 0.27 -0.07 0.198
H 1.766172 -3.455479 3.108717 0.13 -0.09 0.06 0.205
H -0.691667 1.399427 -0.828525 0.17 -1.38 1.77 0.270
H 4.858941 -1.796153 4.003344 -0.08 -0.20 0.01 0.247
H -2.240891 -1.365814 -3.606152 0.11 0.02 -0.08 0.402
H -4.114465 4.983473 -2.491106 0.03 0.17 0.04 0.228
H 1.432099 -1.047587 -3.429965 0.04 0.03 -0.18 0.231
H 0.460897 -1.176981 3.573781 -0.99 0.44 -1.44 0.272
```
Forces are in eV/Å.

Electronic energy, eV: -36906.0463
E_HOMO, eV: -9.1
Net charge: 0
Max |F|, eV Å⁻¹: 4.92